1.
107
Properties=species:S:1:pos:R:3:lowdin_charge:R:1 method="wB97M-V/def2-TZVPD" total_energy_ha=-7700.81978 charge=+1 orbital_gap_ev=6.826 lumo_ha=-0.11824 e_above_lowest_ev=0.009
Ti 2.02497 0.57507 -0.66706 0.66
C -3.66782 0.50295 -1.21689 -0.14
N -2.37234 0.03565 -0.72018 -0.53
P -1.20664 1.16694 -0.27458 0.95
C -2.04153 2.18101 0.98868 -0.34
C -1.99420 1.69268 2.29180 -0.13
C -2.68248 2.31624 3.31886 -0.07
C -3.44255 3.44671 3.04896 -0.07
C -3.52325 3.92566 1.75051 -0.07
C -2.83464 3.29488 0.72570 -0.09
C -1.07734 2.31114 -1.68001 -0.37
C -1.20071 1.86210 -2.99098 -0.12
C -0.92999 2.70774 -4.05534 -0.06
C -0.51897 4.01154 -3.82520 -0.07
C -0.38965 4.47067 -2.52175 -0.06
C -0.66907 3.62803 -1.45907 -0.12
P -2.07587 -1.54672 -0.11801 1.00
C -3.37009 -1.89965 1.11420 -0.37
C -3.03668 -2.92261 1.99902 -0.14
C -3.92598 -3.34405 2.97740 -0.08
C -5.15800 -2.72478 3.10013 -0.08
C -5.49935 -1.69266 2.23496 -0.07
C -4.62102 -1.29338 1.24384 -0.07
C -2.63858 -2.56197 -1.52106 -0.36
C -2.45653 -2.13312 -2.83173 -0.13
C -2.76998 -2.96285 -3.89680 -0.09
C -3.25598 -4.24079 -3.66574 -0.08
C -3.42902 -4.68103 -2.36211 -0.07
C -3.12365 -3.84737 -1.29904 -0.08
H -4.20746 1.06266 -0.44568 0.07
H -4.26951 -0.35153 -1.52788 0.09
H -3.53066 1.15780 -2.08125 0.08
H -1.44195 0.78135 2.51051 0.05
H -2.63679 1.91658 4.32116 0.10
H -3.98225 3.94132 3.84219 0.11
H -4.13372 4.79040 1.53014 0.11
H -2.92308 3.67753 -0.28401 0.11
H -1.50084 0.84297 -3.18881 0.07
H -1.03956 2.34564 -5.06772 0.11
H -0.30504 4.67158 -4.65374 0.11
H -0.07205 5.48663 -2.32975 0.11
H -0.56130 4.00475 -0.44630 0.10
H -2.06723 -3.39436 1.92597 0.09
H -3.64828 -4.14572 3.64661 0.11
H -5.85514 -3.04519 3.86103 0.10
H -6.45978 -1.20553 2.32647 0.11
H -4.91597 -0.49613 0.57745 0.08
H -2.06954 -1.14571 -3.02177 0.06
H -2.64391 -2.60517 -4.91088 0.10
H -3.50704 -4.88631 -4.49486 0.10
H -3.80779 -5.67432 -2.16837 0.11
H -3.27289 -4.20465 -0.28771 0.10
C 6.38564 -0.41095 0.17473 0.00
N 5.40314 -1.45681 0.40296 -0.10
C 5.46844 -2.41616 1.37957 -0.02
C 4.36194 -3.18918 1.23650 -0.04
N 3.63019 -2.70542 0.18557 0.02
B 2.18848 -3.27675 -0.17767 -0.41
N 2.01538 -3.30586 -1.72752 0.00
C 2.46981 -4.30373 -2.55218 -0.03
C 2.14780 -3.98142 -3.82688 -0.02
N 1.50340 -2.76830 -3.77445 -0.10
C 0.95841 -2.06349 -4.91738 0.00
C 1.44046 -2.37952 -2.49535 -0.67
S 0.67195 -0.90975 -2.00474 0.70
C 4.28257 -1.65300 -0.30768 -0.63
S 3.84679 -0.70843 -1.70135 0.81
H 6.95877 -0.29211 1.09066 0.10
H 5.86417 0.51835 -0.06402 0.07
H 7.04750 -0.68982 -0.64409 0.10
H 6.29117 -2.46381 2.06589 0.13
H 4.03456 -4.04545 1.79039 0.12
H 2.16823 -4.40825 0.22982 0.08
H 1.34493 -2.57524 0.29587 0.06
H 2.96720 -5.16444 -2.15607 0.13
H 2.30321 -4.49436 -4.75389 0.13
H 1.49537 -2.39673 -5.80204 0.10
H 1.10585 -0.99194 -4.78049 0.08
H -0.10385 -2.28367 -5.01755 0.08
O 3.12747 1.31467 2.76828 -0.30
As 1.46694 1.00767 2.27645 1.25
O 1.32268 2.30923 0.84106 -0.42
O 1.93561 -0.14196 0.98064 -0.60
C 1.77920 3.58169 0.90201 -0.36
C 1.35378 4.45958 1.88587 -0.01
C 1.76871 5.78569 1.83708 -0.05
C 2.58815 6.25170 0.82191 -0.06
C 3.02623 5.37656 -0.16608 -0.02
C 2.61461 4.05543 -0.11813 -0.21
S 3.29321 2.86109 -1.17626 0.59
O 2.11706 2.14796 -1.85088 -0.39
O 4.24339 3.41058 -2.07048 -0.20
O 3.72545 1.79801 -0.22269 -0.41
H 3.16791 1.93507 3.50693 0.05
H 0.67594 4.12199 2.66320 0.12
H 1.43277 6.46935 2.60295 0.11
H 2.88786 7.28743 0.79771 0.11
H 3.68659 5.70233 -0.95510 0.12
C 1.99382 -1.61823 4.66989 -0.41
S 0.47660 -1.58927 3.70835 0.70
C -0.60913 -0.77666 4.88239 -0.42
H 2.33248 -0.61228 4.94312 0.03
H 2.76451 -2.08611 4.06028 0.03
H 1.86723 -2.20402 5.58019 0.04
H -1.60264 -0.74293 4.44095 0.02
H -0.28348 0.24402 5.10395 0.04
H -0.66577 -1.33493 5.81652 0.04



2.
105
Properties=species:S:1:pos:R:3:lowdin_spin:R:1 method="wB97M-V/def2-TZVPD" total_energy_ha=-3017.23970 charge=+2 orbital_gap_ev="6.598 / 7.011" s2=2.0120 lumo_ha="-0.25360 / -0.23956" e_above_lowest_ev=2.348 spin_multiplicity=3
W -0.57455 0.36729 0.15838 1.59
O 1.03472 4.00298 -0.83840 0.02
C 0.33119 3.04815 -0.97815 0.01
O 0.08759 2.19895 0.05018 0.06
C -0.39052 2.77974 -2.27038 0.01
C -0.30333 3.77108 -3.24325 0.00
C -1.02167 3.62574 -4.40880 0.01
C -1.84194 2.54188 -4.64440 0.00
C -1.92534 1.55749 -3.67900 0.01
C -1.18755 1.65685 -2.50030 0.01
O -1.26959 0.71971 -1.54129 0.12
N -2.82541 0.41151 -3.97145 0.00
O -2.92380 -0.46952 -3.13458 0.00
O -3.41445 0.43694 -5.02184 0.00
N -0.93078 4.68077 -5.44841 0.00
O -0.14479 5.57779 -5.24497 0.00
O -1.64732 4.55560 -6.41509 0.00
H 0.31707 4.64068 -3.07744 0.00
H -2.40461 2.45901 -5.56279 0.00
C -3.72275 0.31734 0.22800 0.00
C -5.10504 1.00530 0.31513 0.00
N -5.05191 2.12883 1.24332 0.00
C -4.43004 1.70484 2.48819 0.00
C -2.94124 1.33628 2.25323 0.00
N -2.66783 1.22977 0.78937 0.00
C -2.88108 2.59512 0.19166 0.00
C -4.22779 3.18258 0.66526 0.00
H -3.45986 0.05142 -0.79536 0.00
H -3.70637 -0.58631 0.83909 0.00
H -5.85690 0.29054 0.64972 0.00
H -5.41891 1.38036 -0.65919 0.00
H -4.98265 0.84999 2.88053 0.00
H -4.50504 2.51262 3.21559 0.00
H -2.72039 0.37412 2.70896 0.00
H -2.26066 2.08416 2.66340 0.00
H -2.88422 2.47070 -0.88834 0.00
H -2.04135 3.22608 0.47209 0.00
H -4.75204 3.63968 -0.17353 0.00
H -4.07704 3.95414 1.42032 0.00
N 2.74142 -2.26101 3.25261 0.00
C 3.09669 -3.55343 3.40204 0.00
C 2.42339 -4.26024 2.43616 0.00
C 1.69444 -3.28459 1.73656 0.00
N 1.88796 -2.06688 2.22547 0.00
H 3.12399 -1.47371 3.74718 0.00
H 3.78446 -3.86473 4.17079 0.00
H 2.47004 -5.31855 2.24785 0.00
H 1.06514 -3.41917 0.87068 0.00
C 4.48228 -3.98121 -0.67631 0.00
C 4.82109 -2.87290 0.08606 0.00
C 4.02890 -1.73433 0.05950 0.00
C 2.88502 -1.69959 -0.73129 0.00
C 2.55060 -2.81307 -1.50088 0.00
C 3.34761 -3.94716 -1.47527 0.00
P 1.82096 -0.21181 -0.84552 0.02
C 2.84456 1.13946 -0.19729 0.00
C 3.45068 2.13629 -0.94967 0.00
C 4.24019 3.09920 -0.33067 0.00
C 4.42955 3.07811 1.03886 0.00
C 3.80771 2.09823 1.80543 0.00
C 3.01654 1.14553 1.19172 0.00
C 1.66220 -0.15219 -2.66333 0.01
C 2.73709 0.22253 -3.47402 0.00
C 2.63462 0.14022 -4.85347 0.00
C 1.48034 -0.36096 -5.44201 0.00
C 0.43985 -0.81072 -4.64311 0.00
C 0.53247 -0.70625 -3.26252 0.00
H 5.10926 -4.86284 -0.66025 0.00
H 5.71425 -2.88561 0.69705 0.00
H 4.32698 -0.87318 0.64076 0.00
H 1.67643 -2.80336 -2.14011 0.00
H 3.08934 -4.79709 -2.09305 0.00
H 3.28476 2.21564 -2.01293 0.00
H 4.69525 3.87559 -0.93049 0.00
H 5.04937 3.82695 1.51296 0.00
H 3.94861 2.08003 2.87857 0.00
H 2.55035 0.36980 1.79432 0.00
H 3.67566 0.53582 -3.04048 0.00
H 3.47103 0.44304 -5.46903 0.00
H 1.40888 -0.43343 -6.51920 0.00
H -0.43805 -1.26033 -5.09044 0.00
H -0.28372 -1.08642 -2.66110 0.00
C -0.81163 -0.42137 4.87385 0.00
C 0.03928 0.34749 3.87922 0.00
N -0.34020 -0.05338 2.50396 0.04
C -0.89727 -1.31856 2.24965 0.02
N -1.17329 -1.46939 0.95798 0.02
C -1.84768 -2.68697 0.48250 0.01
C -2.58727 -3.34328 1.63900 0.00
C -1.64502 -3.50853 2.81787 0.00
N -1.11976 -2.18740 3.20194 0.01
C -0.73938 -1.91134 4.59487 0.00
H -1.84938 -0.08565 4.82963 0.00
H -0.44771 -0.22197 5.88107 0.00
H 1.09681 0.12698 4.03441 0.00
H -0.10061 1.42227 3.97697 0.00
H 0.53314 0.03047 1.96140 0.01
H -1.11365 -3.36607 0.04289 0.00
H -2.53708 -2.40176 -0.31116 0.00
H -2.98724 -4.30976 1.33770 0.00
H -3.42878 -2.71378 1.94025 0.00
H -0.79687 -4.14384 2.55157 0.00
H -2.13728 -3.94263 3.68513 0.00
H 0.26755 -2.30022 4.76870 0.00
H -1.42668 -2.46319 5.23302 0.00



3.
95
Properties=species:S:1:pos:R:3:lowdin_spin:R:1 method="wB97M-V/def2-TZVPD" total_energy_ha=-8917.90810 charge=+2 orbital_gap_ev="5.040 / 7.353" s2=0.7917 lumo_ha="-0.21398 / -0.21347" e_above_lowest_ev=3.303 spin_multiplicity=2
Fe 0.62188 1.19110 0.59504 0.01
C 0.10049 4.74418 0.65459 0.00
C -0.38446 4.10737 1.94778 0.00
S 0.93714 2.99364 2.50415 0.00
C 0.38679 2.34390 4.11046 0.00
C 1.53004 1.50203 4.67984 0.00
S 2.14451 0.25133 3.48908 0.00
C 3.84367 0.75848 3.06434 0.00
C 3.97052 1.75621 1.91877 0.00
S 3.15424 1.16229 0.38935 0.00
C 3.40132 2.59601 -0.70575 0.00
C 2.57924 3.81623 -0.34447 0.00
S 0.77982 3.52831 -0.53797 0.00
H 0.89204 5.46729 0.84542 0.00
H -0.71774 5.25054 0.14668 0.00
H -1.29640 3.52913 1.80367 0.00
H -0.55517 4.87633 2.70102 0.00
H -0.52760 1.76725 3.97143 0.00
H 0.18631 3.18971 4.76742 0.00
H 1.18651 0.94482 5.54863 0.00
H 2.36748 2.13216 4.97625 0.00
H 4.33833 -0.17815 2.80552 0.00
H 4.31678 1.15418 3.96162 0.00
H 5.02641 1.87740 1.67275 0.00
H 3.55056 2.72298 2.18616 0.00
H 3.16332 2.23584 -1.70828 0.00
H 4.46220 2.84380 -0.67357 0.00
H 2.83954 4.63992 -1.00943 0.00
H 2.75937 4.12274 0.68445 0.00
C -1.39069 1.03868 -2.47827 0.00
C -2.38549 0.37444 -1.53919 0.00
As -2.00520 0.77727 0.36461 0.00
C -3.83034 1.10929 0.98985 0.00
C -4.31713 0.46562 2.12149 0.00
C -5.62895 0.67411 2.52021 0.00
C -6.44877 1.53152 1.80094 0.00
C -5.95627 2.18934 0.68254 0.00
C -4.64503 1.98886 0.28204 0.00
C -1.77614 -1.03561 1.04537 0.00
C -0.65063 -1.30181 2.02747 0.01
C -1.07495 -2.34495 3.03699 0.00
C -1.75076 -3.39144 2.58788 0.01
C -2.05479 -3.45178 1.11231 0.04
C -2.46505 -2.08820 0.63076 0.00
As 0.47915 0.59648 -2.06250 0.00
C 1.28019 1.28518 -3.71141 0.00
C 0.81103 2.46854 -4.27601 0.00
C 1.26396 2.86881 -5.52381 0.00
C 2.20221 2.10447 -6.20231 0.00
C 2.70310 0.94812 -5.62198 0.00
C 2.25051 0.54075 -4.37644 0.00
C 0.60274 -1.30908 -2.44211 0.00
C 1.70414 -1.99765 -1.93699 0.00
C 1.88361 -3.34249 -2.22027 0.00
C 0.95121 -4.01148 -3.00097 0.00
C -0.14267 -3.32848 -3.51351 0.00
C -0.31464 -1.97829 -3.24379 0.00
H -1.47043 2.12551 -2.39235 0.00
H -1.58634 0.78159 -3.51975 0.00
H -2.35484 -0.70952 -1.63868 0.00
H -3.39770 0.70055 -1.77223 0.00
H -3.68490 -0.21930 2.67260 0.00
H -6.01144 0.16086 3.39238 0.00
H -7.47193 1.69008 2.11394 0.00
H -6.59479 2.85809 0.12097 0.00
H -4.26635 2.50854 -0.59136 0.00
H -0.38026 -0.36443 2.53202 0.00
H -0.78779 -2.22452 4.07408 0.00
H -2.05967 -4.21207 3.22181 0.00
H -2.83045 -4.18210 0.89011 0.00
H -3.28572 -2.01026 -0.07572 0.00
H 0.08331 3.07987 -3.75593 0.00
H 0.87757 3.77457 -5.97200 0.00
H 2.54334 2.40945 -7.18238 0.00
H 3.43988 0.35223 -6.14391 0.00
H 2.63533 -0.37109 -3.93847 0.00
H 2.42895 -1.46923 -1.32315 0.00
H 2.74753 -3.86536 -1.83202 0.00
H 1.08232 -5.06260 -3.22113 0.00
H -0.86201 -3.84558 -4.13518 0.00
H -1.15606 -1.45304 -3.68067 0.00
C 0.57857 -1.82363 1.22942 0.03
C 0.50397 -3.29549 0.93804 0.21
C -0.73510 -3.88044 0.31782 0.06
C -0.67689 -5.37001 0.20184 0.22
C 0.37998 -6.10817 0.61824 0.01
C 1.52388 -5.48901 1.16188 0.32
C 1.54913 -4.09224 1.30269 0.01
H 0.64146 -1.24959 0.28581 0.01
H 1.49587 -1.64829 1.79222 0.00
H -0.86425 -3.45776 -0.69356 0.03
H -1.54205 -5.85427 -0.23607 0.01
H 0.35151 -7.18688 0.53102 -0.01
H 2.37148 -6.07746 1.48310 0.02
H 2.43345 -3.62627 1.72670 -0.01



4.
102
Properties=species:S:1:pos:R:3:lowdin_charge:R:1 method="wB97M-V/def2-TZVPD" total_energy_ha=-2481.73354 charge=+3 orbital_gap_ev=7.650 lumo_ha=-0.28361 e_above_lowest_ev=0.497
Ta -0.99460 0.22115 -0.44209 1.95
O -1.22743 0.87814 1.19887 -0.28
C -0.70419 1.53041 2.37847 -0.37
C 0.77599 1.75061 2.01915 -0.06
C 1.45469 0.45315 1.68076 -0.22
C 2.36452 -0.09611 2.56292 0.03
C 2.96395 -1.30575 2.26919 0.02
C 2.62568 -1.95192 1.09519 0.01
C 1.69878 -1.38513 0.24291 -0.23
C 1.20433 -2.14907 -0.95218 -0.04
C -0.20654 -2.71958 -0.65614 -0.35
O -0.97059 -1.57915 -0.14220 -0.28
C -0.94518 -3.20755 -1.89581 -0.19
C -2.14929 -3.89351 -1.70267 -0.05
C -2.91494 -4.29682 -2.78465 -0.05
C -2.48710 -4.01723 -4.08126 -0.05
C -1.29590 -3.33654 -4.27952 -0.05
C -0.52628 -2.93029 -3.19100 -0.03
C -0.09744 -3.79539 0.41023 -0.18
C -0.20184 -3.47706 1.75969 -0.03
C -0.05884 -4.46444 2.72695 -0.05
C 0.19757 -5.77407 2.34957 -0.05
C 0.32561 -6.09141 1.00258 -0.04
C 0.17977 -5.10803 0.03533 -0.02
N 1.13382 -0.17559 0.51591 0.09
C -0.83684 0.62118 3.58464 -0.18
C -1.48928 -0.60157 3.51530 -0.04
C -1.59688 -1.40363 4.64770 -0.06
C -1.05529 -0.98202 5.85090 -0.05
C -0.41716 0.25179 5.92667 -0.04
C -0.31222 1.05267 4.80103 -0.02
C -1.47841 2.82904 2.56682 -0.16
C -0.96928 4.06803 2.19043 -0.03
C -1.73205 5.22083 2.34912 -0.06
C -3.01211 5.14038 2.87540 -0.06
C -3.53364 3.90177 3.23745 -0.05
C -2.77107 2.75464 3.08416 -0.01
H 1.28155 2.24266 2.84558 0.14
H 0.81206 2.40126 1.14838 0.08
H 2.58928 0.42792 3.48213 0.14
H 3.66932 -1.75161 2.95957 0.14
H 3.04856 -2.91658 0.84748 0.14
H 1.86399 -2.98473 -1.17396 0.15
H 1.15784 -1.49490 -1.81890 0.08
H -2.47331 -4.12966 -0.69367 0.14
H -3.83449 -4.84502 -2.62134 0.12
H -3.07010 -4.34961 -4.93070 0.12
H -0.95319 -3.12983 -5.28546 0.12
H 0.40054 -2.40469 -3.38250 0.11
H -0.40947 -2.45999 2.06259 0.08
H -0.14721 -4.20640 3.77548 0.11
H 0.29372 -6.54942 3.09874 0.12
H 0.53014 -7.11106 0.70219 0.12
H 0.26990 -5.36976 -1.01391 0.13
H -1.93740 -0.92577 2.58623 0.10
H -2.12059 -2.35039 4.58918 0.12
H -1.14229 -1.60152 6.73409 0.12
H -0.01604 0.59876 6.87036 0.12
H 0.15546 2.02939 4.88054 0.13
H 0.03966 4.16730 1.80788 0.10
H -1.31935 6.18352 2.07370 0.11
H -3.59487 6.04115 3.02353 0.12
H -4.52942 3.83434 3.65820 0.12
H -3.17466 1.79493 3.38890 0.13
C -4.73477 3.40393 -0.84844 0.05
O -4.87595 2.07119 -1.42660 0.06
C -3.84642 1.29031 -1.40940 -0.53
O -2.73209 1.61058 -0.93859 -0.07
N -4.04333 0.08779 -1.94902 0.08
N -2.98430 -0.80655 -1.84762 0.06
H -5.74049 3.80047 -0.81328 0.11
H -4.10944 4.01294 -1.49485 0.11
H -4.30791 3.33293 0.14827 0.09
H -4.94912 -0.18013 -2.30786 0.19
H -2.65579 -1.08699 -2.77097 0.12
H -3.27200 -1.64910 -1.35548 0.11
N -0.07437 2.54281 -1.23257 0.06
C 0.65355 2.37843 -2.52467 -0.24
C 2.00442 3.08695 -2.57908 -0.12
C 3.02890 2.75564 -1.48254 -0.14
C 3.92413 1.55562 -1.79078 -0.15
N 4.81324 1.90868 -2.90643 0.10
C 5.46486 1.05997 -3.70188 -0.41
N 6.33948 1.52529 -4.58948 0.22
N 5.25678 -0.25049 -3.61167 0.23
C 0.72401 0.89207 -2.81984 -0.50
O 1.56238 0.34227 -3.46745 0.14
O -0.28904 0.24921 -2.21173 -0.22
H -0.97363 2.99099 -1.38876 0.10
H 0.44890 3.18305 -0.64505 0.08
H 0.04887 2.80091 -3.33092 0.17
H 1.78941 4.15638 -2.56046 0.13
H 2.44490 2.87053 -3.55378 0.13
H 2.55216 2.58640 -0.51221 0.10
H 3.67677 3.62578 -1.34366 0.13
H 3.31541 0.69606 -2.06897 0.09
H 4.51378 1.29384 -0.91032 0.14
H 5.08980 2.87696 -2.96146 0.16
H 6.52490 2.50970 -4.68423 0.14
H 6.84865 0.90756 -5.19950 0.14
H 4.53832 -0.61791 -3.01572 0.11
H 5.69511 -0.88630 -4.25710 0.14